{"formula": "C31H47NO3P2SV", "method": "the ωB97M-V functional and the def2-TZVPD basis", "elements": ["V", "C", "C", "C", "C", "C", "C", "H", "H", "H", "C", "H", "H", "H", "C", "H", "H", "H", "C", "H", "H", "H", "C", "H", "H", "H", "C", "C", "C", "C", "C", "C", "C", "C", "H", "H", "H", "H", "H", "H", "H", "H", "H", "H", "H", "H", "P", "P", "C", "C", "H", "H", "H", "H", "C", "H", "H", "H", "C", "H", "H", "H", "C", "H", "H", "H", "C", "H", "H", "H", "O", "C", "N", "S", "O", "O", "C", "C", "C", "C", "C", "C", "H", "H", "H", "H"], "xyz": [[-0.210, 0.406, -2.601], [-0.210, -2.684, 2.063], [1.087, -2.709, 1.478], [1.175, -1.383, 3.362], [-0.162, -1.832, 3.196], [1.941, -1.894, 2.274], [-1.445, -3.349, 1.622], [-1.247, -4.013, 0.779], [-2.194, -2.585, 1.338], [-1.889, -3.950, 2.430], [-1.308, -1.541, 4.069], [-2.199, -1.346, 3.458], [-1.103, -0.643, 4.660], [-1.530, -2.371, 4.751], [1.663, -0.574, 4.488], [1.745, -1.187, 5.404], [0.979, 0.259, 4.678], [2.651, -0.166, 4.261], [3.376, -1.635, 2.056], [3.996, -2.107, 2.833], [3.590, -0.555, 2.087], [3.708, -2.011, 1.083], [1.540, -3.521, 0.331], [2.093, -4.413, 0.677], [2.223, -2.950, -0.312], [0.702, -3.871, -0.280], [-1.307, 0.807, -4.042], [-1.698, -0.668, -3.875], [-0.909, -1.723, -4.673], [0.608, -1.633, -4.498], [1.080, -0.815, -3.329], [1.490, 0.583, -3.545], [1.116, 1.405, -4.711], [-0.379, 1.272, -5.125], [-1.152, -1.641, -5.737], [1.100, -1.331, -5.434], [-1.265, -2.712, -4.361], [-0.489, 0.685, -6.036], [-2.110, 1.498, -3.784], [-2.751, -0.830, -4.182], [-0.729, 2.245, -5.504], [1.310, 2.459, -4.476], [2.467, 0.812, -3.122], [1.725, 1.152, -5.591], [0.992, -2.652, -4.325], [1.689, -1.381, -2.596], [-2.064, -0.946, -1.997], [2.332, 1.205, -0.078], [0.187, 2.308, -1.809], [1.607, 2.522, -1.237], [-0.597, 2.291, -1.040], [-0.047, 3.181, -2.485], [2.344, 2.607, -2.051], [1.545, 3.454, -0.637], [3.236, 2.314, 1.054], [3.215, 1.796, 2.019], [2.714, 3.276, 1.139], [4.266, 2.444, 0.698], [3.788, 0.605, -1.050], [4.289, 1.404, -1.621], [3.484, -0.205, -1.729], [4.500, 0.191, -0.317], [-3.726, -0.426, -1.508], [-3.739, -0.368, -0.399], [-4.566, -1.018, -1.852], [-3.871, 0.604, -1.883], [-1.201, -2.472, -1.516], [-0.339, -2.160, -0.904], [-0.827, -3.097, -2.327], [-1.802, -3.131, -0.870], [-2.768, -0.228, 1.389], [-2.125, 0.791, 1.728], [-0.881, 1.114, 1.252], [-0.161, 2.297, 2.082], [0.904, 1.809, 2.941], [0.143, 3.471, 1.300], [-1.550, 2.665, 3.068], [-1.664, 3.660, 4.035], [-2.883, 3.754, 4.732], [-3.922, 2.841, 4.442], [-3.767, 1.841, 3.482], [-2.566, 1.774, 2.766], [-0.820, 4.326, 4.223], [-3.018, 4.550, 5.477], [-4.861, 2.932, 4.992], [-4.551, 1.117, 3.251]], "forces_ev_per_angstrom": [[-1.196, 3.385, 3.040], [0.234, 0.437, 0.023], [0.015, -0.016, 0.438], [-0.066, 0.024, -0.091], [0.012, -0.347, -0.026], [-0.224, 0.077, 0.118], [-0.357, -0.363, -0.171], [-0.136, -0.002, 0.202], [0.276, -0.205, 0.122], [0.141, 0.193, -0.130], [-0.217, 0.562, 0.090], [0.100, -0.117, 0.118], [-0.116, -0.180, 0.056], [0.077, 0.053, -0.089], [0.338, 0.136, 0.181], [-0.081, 0.130, -0.266], [0.164, -0.144, 0.021], [-0.174, 0.015, 0.142], [0.449, 0.113, -0.258], [-0.175, 0.072, -0.109], [-0.126, -0.290, 0.060], [-0.037, 0.064, 0.229], [0.108, -0.317, -0.422], [-0.154, 0.310, -0.068], [-0.139, -0.108, 0.132], [0.233, -0.015, 0.174], [-0.765, 0.289, -0.446], [-2.068, -1.082, -0.783], [-0.079, -0.181, 0.164], [0.316, -1.449, -0.212], [1.724, 0.147, -0.906], [1.866, -1.546, 1.337], [-0.432, 0.390, -1.293], [-0.035, 0.795, -1.447], [-0.188, 0.114, 0.198], [-0.193, 0.205, 0.278], [-0.017, 0.199, -0.129], [0.133, -0.542, 0.108], [-0.059, -0.123, -0.042], [0.331, 0.596, -0.171], [0.114, -0.120, 0.478], [0.048, -0.256, 0.010], [-0.432, 0.260, 0.001], [0.025, 0.097, 0.124], [-0.172, 0.174, -0.211], [-0.180, 0.556, -0.324], [1.602, 0.565, 0.270], [-0.628, 0.243, -0.923], [1.001, -0.265, -0.873], [-0.408, 0.231, 0.362], [0.075, -0.074, 0.221], [0.098, -0.979, 0.399], [-0.342, 0.402, 0.198], [0.439, -0.454, -0.400], [0.165, -0.144, 0.323], [0.262, 0.505, 0.025], [0.239, -0.373, 0.160], [-0.211, 0.150, 0.186], [0.082, -0.188, -0.022], [-0.112, -0.246, 0.197], [0.268, 0.186, 0.181], [-0.127, 0.084, -0.329], [-0.518, 0.035, 0.225], [0.241, -0.082, -0.568], [0.006, -0.306, -0.169], [0.296, -0.420, 0.096], [-0.356, -1.025, 0.982], [-0.448, -0.040, -0.290], [-0.198, 0.277, -0.227], [0.000, 0.357, -0.424], [0.333, 0.920, 0.239], [1.310, -0.236, -0.517], [-0.458, -0.847, -0.110], [-0.824, 0.079, 0.301], [-0.155, -0.164, -0.357], [0.251, -0.338, -0.324], [-0.569, 0.478, 0.896], [-0.425, -0.206, 0.058], [0.195, -0.279, -0.513], [0.264, 0.418, 0.284], [0.270, -0.111, -0.413], [-0.548, 0.276, 0.929], [-0.338, -0.122, 0.028], [-0.011, -0.492, -0.335], [0.269, -0.094, -0.196], [0.125, 0.289, 0.178]], "orbital_gap_ha": [0.260, 0.194], "s2": 2.0040, "charge": 1, "de_lowest_kcal_mol": 24.6, "mol_weight_g_mol": 626.7, "multiplicity": 3}

***

{"formula": "C31H48BrF3IN2O8P2Si", "method": "the ωB97M-V functional and the def2-TZVPD basis", "elements": ["C", "Si", "C", "C", "C", "C", "C", "C", "C", "C", "C", "N", "C", "C", "C", "C", "O", "I", "C", "F", "F", "F", "C", "P", "O", "Br", "C", "P", "N", "C", "C", "C", "C", "C", "C", "H", "H", "H", "H", "H", "H", "H", "H", "H", "H", "H", "H", "H", "H", "H", "H", "H", "H", "H", "H", "H", "H", "H", "H", "H", "H", "H", "H", "H", "H", "H", "H", "H", "H", "H", "H", "C", "C", "C", "O", "C", "O", "O", "H", "H", "H", "H", "H", "H", "C", "C", "C", "O", "C", "O", "O", "H", "H", "H", "H", "H", "H"], "xyz": [[5.919, -4.744, 0.581], [4.308, -3.623, 0.484], [3.274, -4.002, 2.088], [3.347, -3.921, -1.157], [1.898, -3.089, -1.209], [1.484, -2.836, -2.785], [0.415, -1.571, -2.985], [-1.133, -2.109, -3.014], [-2.226, -1.096, -2.317], [-1.772, -0.780, -0.768], [-3.044, -0.490, 0.250], [-2.597, 0.435, 1.400], [-3.525, 1.157, 2.115], [-2.984, 2.190, 3.315], [-3.726, 3.579, 2.867], [-4.316, 4.490, 4.096], [-3.588, 5.422, 4.771], [-6.436, 4.349, 4.782], [-3.127, 1.693, 4.881], [-2.442, 2.626, 5.851], [-4.575, 1.497, 5.266], [-2.491, 0.352, 5.139], [-1.386, 1.961, 3.009], [-0.368, 3.359, 2.176], [-0.530, 4.858, 3.107], [1.870, 2.836, 2.173], [-1.196, 0.724, 1.915], [-0.632, -0.994, 2.527], [0.991, -1.236, 2.343], [4.952, -1.797, 0.472], [4.444, -0.640, 1.529], [5.133, 0.868, 1.411], [6.295, 1.249, 0.293], [6.779, 0.086, -0.803], [6.075, -1.421, -0.674], [6.520, -4.508, 1.578], [5.544, -5.853, 0.630], [6.613, -4.536, -0.345], [3.072, -3.022, 2.712], [3.911, -4.720, 2.773], [2.255, -4.566, 1.833], [3.151, -5.095, -1.257], [4.062, -3.555, -2.038], [1.987, -2.076, -0.586], [1.086, -3.796, -0.699], [2.474, -2.512, -3.347], [1.015, -3.827, -3.216], [0.657, -0.799, -2.138], [0.730, -1.051, -4.009], [-1.272, -3.164, -2.473], [-1.418, -2.240, -4.163], [-2.362, -0.085, -2.927], [-3.310, -1.593, -2.284], [-1.074, 0.186, -0.827], [-1.086, -1.666, -0.408], [-3.556, -1.461, 0.659], [-3.829, 0.138, -0.392], [-4.621, 0.992, 1.741], [-4.672, 3.253, 2.216], [-3.099, 4.287, 2.179], [-0.664, 1.614, 3.863], [-1.152, 4.727, 3.881], [-0.407, 0.997, 1.090], [-1.256, -2.036, 1.737], [-0.880, -1.237, 3.946], [1.140, -2.052, 1.677], [3.628, -0.884, 2.346], [4.750, 1.670, 2.176], [6.793, 2.320, 0.248], [7.612, 0.343, -1.606], [6.412, -2.241, -1.450], [7.803, 0.534, -5.638], [7.045, -0.776, -5.562], [5.826, -0.822, -6.435], [5.011, -1.768, -5.766], [5.360, -1.712, -4.444], [4.741, -2.249, -3.543], [6.495, -0.969, -4.271], [8.544, 0.595, -4.834], [8.315, 0.638, -6.599], [7.131, 1.389, -5.509], [7.722, -1.614, -5.767], [6.051, -1.155, -7.452], [5.284, 0.129, -6.481], [-11.607, 3.506, 1.398], [-10.164, 3.123, 1.140], [-9.197, 3.712, 2.124], [-7.996, 3.761, 1.373], [-8.365, 3.873, 0.060], [-7.601, 4.129, -0.853], [-9.709, 3.664, -0.087], [-12.234, 3.234, 0.543], [-11.993, 3.006, 2.292], [-11.713, 4.588, 1.533], [-10.069, 2.032, 1.083], [-9.072, 3.090, 3.014], [-9.452, 4.731, 2.432]], "forces_ev_per_angstrom": [[0.250, -0.117, 0.291], [0.865, -0.062, 0.248], [-0.520, -0.356, 0.945], [-0.510, -0.243, -0.735], [0.235, -0.865, -0.249], [0.138, 0.953, 0.424], [0.930, -0.718, -0.227], [-0.541, 0.282, -0.383], [-0.658, -0.054, 0.142], [0.697, 0.423, -0.426], [0.211, 0.164, -2.248], [-2.852, 3.668, 2.768], [1.303, -2.326, -1.186], [1.322, -1.555, -1.410], [-1.499, 0.516, -0.067], [3.942, 5.213, 3.878], [-4.420, -6.725, -5.079], [1.754, -0.072, -0.794], [-0.912, -1.454, 2.818], [-2.703, -3.214, -3.779], [5.066, 0.914, -1.219], [-2.120, 4.487, -1.165], [2.194, -1.509, 0.534], [-0.402, 3.024, -0.686], [-0.796, -3.448, 0.070], [-1.363, -0.136, 0.723], [-0.564, 0.335, -0.029], [5.081, -2.201, 0.130], [-2.622, -0.412, -0.638], [1.650, 4.691, -0.184], [3.508, 1.090, -3.375], [0.868, -2.655, -2.144], [-1.665, -4.095, -0.131], [-3.215, -0.812, 3.541], [-0.492, 3.154, 2.090], [-1.255, -0.478, -2.147], [0.999, 1.912, -0.258], [-1.301, -0.679, 1.843], [0.166, -2.041, -1.213], [-1.306, 1.400, -1.333], [2.101, 1.315, 0.647], [0.356, 2.513, -0.010], [-1.752, -0.934, 1.913], [-0.195, -2.004, -1.469], [1.572, 1.643, -0.905], [-2.145, -1.027, 1.107], [1.113, 2.005, 0.684], [-0.682, -1.402, -1.485], [-1.068, -1.056, 2.193], [0.577, 2.265, -1.179], [0.435, 0.128, 2.583], [0.458, -2.108, 1.372], [2.363, 0.857, -0.195], [-1.607, -2.052, 0.355], [-1.462, 1.722, -0.541], [1.161, 1.973, -0.577], [1.606, -1.372, 1.605], [1.994, 0.569, 1.182], [1.962, 0.843, 1.546], [-0.768, -1.470, 1.508], [-2.103, 0.649, -0.762], [1.004, 0.409, -0.838], [-1.686, -0.586, 1.294], [-0.665, 1.089, 0.763], [-0.775, 0.811, -1.172], [-0.207, 1.452, 0.910], [1.858, 0.702, -1.902], [1.037, -1.616, -1.698], [-1.283, -2.477, 0.221], [-2.045, -0.724, 1.893], [-0.824, 1.844, 1.794], [0.067, 0.196, 0.328], [1.021, 0.945, -0.599], [0.094, 0.065, -0.924], [-0.064, -0.253, 1.242], [-0.874, -0.710, 1.334], [1.294, 1.121, -1.962], [-1.195, -0.840, 0.294], [-0.014, -0.108, -0.218], [-0.071, -0.090, 0.139], [-0.002, -0.179, -0.061], [-0.131, 0.014, -0.051], [-0.169, -0.079, 0.202], [0.195, 0.032, 0.067], [-0.211, 0.154, -0.271], [-1.376, -0.104, 0.581], [-0.089, -0.195, 0.895], [0.283, 0.020, -0.915], [1.118, 0.577, -2.049], [-1.489, -0.627, 2.071], [1.420, 0.280, -0.168], [0.114, -0.104, 0.195], [0.100, 0.018, -0.137], [0.128, -0.147, 0.016], [0.082, 0.063, 0.070], [0.144, 0.087, -0.177], [-0.166, -0.092, -0.083]], "orbital_gap_ha": 0.156, "charge": 1, "mol_weight_g_mol": 930.6}